# 1
Here is a molecular structure, C19H22N6O3Sn at a distorted geometry from the Open Molecules 2025 dataset. Energies are from ωB97M-V with the def2-TZVPD basis set.

Structure (XYZ):
```
51
Properties=species:S:1:pos:R:3:forces:R:3:mulliken_charge:R:1
N 0.84335 1.82034 -0.30123 0.44 0.17 -0.28 -0.109
C 0.89277 2.97740 -0.28331 -0.02 -1.48 -0.29 0.521
C 0.95945 4.39903 -0.30085 -0.02 0.58 0.09 -1.095
H -0.05073 4.81243 -0.37318 0.01 0.00 -0.01 0.353
H 1.54804 4.72427 -1.16393 0.01 0.00 0.01 0.376
H 1.43387 4.75430 0.61821 0.02 0.04 -0.02 0.375
N 2.60958 -1.68172 -0.66484 -2.59 1.68 0.08 -0.437
C 3.56137 -2.30197 -0.78986 0.55 -0.35 -0.55 0.479
C 4.74249 -3.07043 -1.02711 0.18 -0.13 0.15 -1.002
H 5.33607 -2.57680 -1.79730 0.09 0.03 -0.06 0.351
H 4.45232 -4.06723 -1.35957 0.03 -0.13 -0.02 0.352
H 5.31001 -3.13404 -0.09954 0.19 -0.10 0.05 0.374
N -1.30610 -1.48469 -0.30313 0.01 -0.49 -0.29 -0.110
C -2.34644 -1.99314 -0.28270 1.37 0.59 -0.32 0.488
C -3.62051 -2.62677 -0.30067 -0.54 -0.21 0.11 -1.050
H -3.62732 -3.45148 0.41745 -0.03 -0.03 -0.02 0.362
H -3.81915 -3.01526 -1.30403 0.01 -0.01 0.00 0.367
H -4.39471 -1.90248 -0.03142 0.00 -0.02 -0.02 0.362
Sn 0.61899 -0.38579 -0.23407 -1.89 1.24 0.99 1.693
C 0.75656 -2.23063 1.30576 0.07 -5.58 3.67 0.256
O 0.76774 -3.14432 2.02779 -0.10 4.54 -3.76 -0.089
C 2.36234 0.23550 1.30606 5.12 2.21 3.67 0.266
O 3.20282 0.59579 2.02718 -4.20 -1.75 -3.76 -0.086
C 1.20914 0.89464 -3.39993 1.05 0.49 0.10 -0.439
C -0.18127 0.96336 -3.27889 -0.12 1.32 0.56 -0.314
C -0.93923 -0.20564 -3.27929 -1.25 -0.46 0.55 -0.303
C -0.30892 -1.44711 -3.39953 -0.04 -1.13 0.10 -0.438
C 1.07739 -1.51562 -3.52105 0.34 -0.75 -0.23 -0.454
C 1.83761 -0.34296 -3.52064 0.82 -0.01 -0.23 -0.468
H 1.82020 1.82363 -3.43397 -0.57 -0.78 -0.03 0.470
H -0.69613 1.94699 -3.21083 0.45 -0.84 -0.10 0.439
H -2.04748 -0.13681 -3.21341 0.95 -0.07 -0.09 0.439
H -0.90733 -2.38420 -3.43144 0.47 0.84 -0.04 0.468
H 1.56618 -2.50652 -3.64973 -0.41 0.87 0.04 0.494
H 2.94178 -0.38463 -3.64765 -0.96 0.02 0.03 0.490
C -3.65071 2.28786 1.91624 -0.96 0.59 -0.32 -1.022
N -2.44586 1.54108 2.24886 1.19 -0.75 0.45 0.127
C -2.16392 1.35104 3.56608 0.17 -0.10 -0.56 -0.447
C -1.06206 0.66007 3.95986 -0.47 0.28 0.79 -1.168
C -0.17032 0.10751 3.05440 -0.40 0.26 0.24 0.962
N -0.47777 0.31599 1.75225 1.49 -0.93 -2.59 0.422
C -1.58153 1.01619 1.26863 -2.00 1.27 0.86 0.065
O -1.85745 1.20833 0.07908 1.71 -1.09 0.86 -0.575
N 0.89000 -0.56761 3.56335 -1.34 0.87 -0.71 -0.218
H -3.79205 2.38751 0.84029 0.23 -0.14 0.18 0.325
H -3.60096 3.28517 2.35924 0.12 -0.09 -0.09 0.396
H -4.52347 1.78615 2.34084 0.13 -0.06 -0.08 0.398
H -2.85583 1.77225 4.29678 0.10 -0.06 -0.26 0.556
H -0.87233 0.52896 4.99847 0.00 0.00 0.70 0.534
H 0.93726 -0.60527 4.55672 0.10 -0.07 0.80 0.252
H 1.62226 -1.03271 3.09952 0.52 -0.32 -0.36 0.011
```
Forces are in eV/Å.

Calculated values
Highest occupied orbital energy (spin up / spin down) (eV): -20.88 / -20.88
Gap between HOMO and LUMO (spin up / spin down) (eV): 4.045 / 4.053
Net charge: +4

---

# 2
Here is a single C19H22O5 molecule at a distorted geometry from the Open Molecules 2025 dataset. Energies are from ωB97M-V with the def2-TZVPD basis set.

Structure (XYZ):
```
46
Properties=species:S:1:pos:R:3:forces:R:3:mulliken_charge:R:1
O -3.43674 0.94968 1.06884 4.29 0.59 -2.24 -0.689
O 1.98139 1.80598 -1.67922 -0.43 1.03 -4.45 -0.578
O 1.54744 -1.68086 -0.99709 2.34 0.51 0.10 -0.568
O -1.61719 2.18144 0.63309 -0.59 -0.12 -0.61 -0.266
O -0.69601 -0.39932 1.53477 0.08 -0.24 1.40 -0.617
C -2.25609 1.02900 0.58516 -5.24 -1.77 2.93 0.252
C 1.79713 1.42814 -0.58342 -0.47 -1.15 1.55 -0.596
C 0.40949 -1.42827 -1.16800 -3.34 -0.12 0.69 -0.434
C 2.89624 1.58035 0.30036 1.05 0.22 5.08 -0.934
C 2.75178 1.48244 1.67490 0.84 -0.42 -3.02 -0.922
C 0.88658 2.14478 3.04567 0.08 1.11 -0.08 -1.726
C 2.01547 -0.00310 3.50308 -0.09 1.32 -0.58 -1.977
C 1.55274 0.95346 2.38221 -1.15 0.19 0.82 1.984
C -0.15129 -3.28727 -2.84869 3.46 0.23 0.42 -1.588
C -1.95238 -0.75366 -2.70785 1.35 -0.43 -1.13 -0.868
C -2.32831 -1.47340 -0.24306 -1.74 -0.05 2.09 -1.606
C -0.37909 2.30413 -0.02612 1.66 0.96 0.18 -1.427
C -1.08713 0.44495 -2.16732 -1.43 -1.22 1.81 -0.934
C 0.60865 0.23198 1.32938 1.90 -0.72 -2.59 -0.609
C -0.57151 -2.57972 -1.56369 0.85 3.06 -1.99 0.006
C -1.51154 -0.31008 0.35935 3.23 1.54 -3.58 1.563
C -1.94785 -1.91630 -1.67458 -1.20 -1.01 -0.06 0.333
C 0.43952 0.98437 -0.07791 0.36 0.08 1.72 2.646
C -0.34421 -0.07866 -0.78427 -1.56 0.98 -2.16 0.371
H 3.83094 2.00693 -0.06328 -0.39 -0.25 -0.30 0.459
H 3.62049 1.76391 2.28393 -0.48 -0.10 -0.01 0.366
H 0.82015 2.98120 2.33816 -0.03 -0.11 0.40 0.315
H -0.10594 1.88249 3.33331 -0.87 -0.18 0.33 0.388
H 1.40311 2.51971 3.94187 0.07 -0.28 -0.32 0.465
H 1.13189 -0.30096 4.01262 -0.59 -0.16 1.04 0.420
H 2.80064 0.45004 4.14587 -0.75 -0.24 -0.30 0.433
H 2.38221 -0.86473 3.04221 0.95 -1.55 -0.60 0.493
H 0.78453 -4.03909 -2.73069 -2.13 2.00 -0.17 0.254
H -0.99186 -3.85562 -3.07525 -1.31 -1.19 -1.15 0.496
H 0.08796 -2.50132 -3.63328 -0.26 -1.35 0.72 0.334
H -2.94622 -0.37618 -3.02942 0.46 -0.61 0.45 0.312
H -1.41934 -1.16248 -3.67871 -1.28 0.81 1.79 0.281
H -3.40632 -1.17330 -0.21288 0.83 -0.15 0.07 0.369
H -2.24235 -2.28525 0.53235 -0.09 0.29 -1.04 0.398
H -0.44508 2.82162 -1.02879 -0.25 -0.92 0.92 0.255
H 0.15033 3.02357 0.62898 -0.04 -0.38 -0.63 0.578
H -0.39744 0.65179 -2.94438 0.97 0.77 -0.27 0.557
H -1.79050 1.33342 -1.99593 1.26 -1.14 -0.01 0.399
H 1.31415 -0.60278 1.00512 -0.92 0.68 0.51 0.393
H -0.48573 -3.18352 -0.72417 -0.27 -1.52 1.54 0.736
H -2.70271 -2.69952 -2.04325 0.89 1.02 0.76 0.480
```
Forces are in eV/Å.

Calculated values
Highest occupied orbital energy (eV): -9.45
Gap between HOMO and LUMO (eV): 9.723
SMILES: C[C@H]1C(=O)[C@@]23CC[C@@H]1C[C@@]21O[C@@H]2C(C)(C)C=CC(=O)[C@]23COC1=O
Energy above the lowest of the compared OMol25 structures with the same formula, charge and spin (kJ/mol): 380.4

---

# 3
Here is a molecular structure, C19H23AlN4O4STe4 at a distorted geometry from the Open Molecules 2025 dataset. Energies are from ωB97M-V with the def2-TZVPD basis set.

Structure (XYZ):
```
56
Properties=species:S:1:pos:R:3:forces:R:3:mulliken_charge:R:1
Al -1.39143 0.18618 3.02937 -1.23 2.54 -1.70 -0.224
C -0.40542 1.05331 -3.09610 0.45 -0.58 -0.19 -0.652
C -0.70083 -0.42824 -2.69082 -0.23 1.67 -0.73 0.628
C 0.58113 -1.06979 -2.27350 -0.52 -0.99 0.09 0.078
C 1.32741 -1.81502 -3.15299 1.02 -0.87 -1.56 -0.086
C 2.59854 -2.31061 -2.78320 -0.11 0.07 -1.85 -1.191
C 2.96002 -2.11336 -1.48495 1.73 -0.14 -0.22 -0.747
C 2.24825 -1.46796 -0.52831 -1.49 0.52 0.65 0.244
C 2.82777 -1.30365 0.87418 0.01 0.20 -1.49 -0.403
C 3.17350 -2.55324 1.65871 -1.18 1.76 1.37 -1.357
C 1.03961 -0.92070 -0.96582 -0.71 0.07 0.33 0.740
N 0.27501 -0.11872 -0.07645 1.17 0.59 0.20 0.522
C 0.90514 0.99475 0.08008 0.08 0.55 1.77 -0.525
C 0.74274 1.86893 1.26820 -0.20 -1.84 -2.43 -0.176
C 1.48253 2.99515 1.55507 -0.30 -1.31 -0.99 -0.674
C 0.86546 3.56460 2.63815 1.79 1.66 0.11 -0.996
C -0.17992 2.75475 2.95532 -0.14 1.74 3.32 -0.591
N -0.25895 1.69042 2.18288 -1.19 -1.60 0.44 0.584
H 0.28691 1.44356 -2.34829 0.09 0.23 -0.40 0.128
H -1.25654 1.73545 -3.11080 -0.27 -0.27 -0.05 0.340
H 0.05565 1.04771 -4.10458 -0.11 0.28 0.68 -0.038
H -1.16675 -0.88596 -3.55741 0.14 -0.52 -0.16 0.651
H -1.45588 -0.38187 -1.92721 0.18 -0.37 0.52 -1.283
H 0.99286 -1.96689 -4.20521 0.18 0.30 0.91 0.396
H 3.36407 -2.67919 -3.55957 -1.53 0.45 1.33 0.280
H 3.96818 -2.20628 -1.18386 1.28 -0.99 0.01 0.533
H 2.16714 -0.71954 1.43024 -1.52 0.67 1.08 -0.081
H 3.63677 -0.58549 0.82876 0.85 -0.19 -0.35 0.523
H 2.32450 -2.77414 2.33621 0.46 -0.37 -0.48 0.243
H 4.00464 -2.29821 2.27693 0.67 0.01 0.74 0.321
H 3.46623 -3.36140 1.08666 0.31 -1.78 -1.33 0.435
H 1.71809 1.29952 -0.62791 -0.39 -0.24 0.62 0.430
H 2.41197 3.13253 1.07667 0.74 0.88 -0.53 0.519
H 1.33128 4.41483 3.12271 -0.74 -0.01 0.42 0.402
H -0.64464 2.93649 3.92438 -0.86 -0.65 -0.52 0.406
Te 0.15002 -1.17697 4.36829 0.48 -0.69 0.22 -0.189
Te 4.72261 1.66235 -6.82119 -0.56 -0.40 0.42 -0.111
Te 6.32731 -0.40433 -6.50538 0.08 0.09 -0.10 -0.488
Te 2.47361 1.03670 -5.46202 0.65 0.32 -0.45 -0.277
C -3.29260 -2.14978 1.20601 0.50 -2.23 -2.30 -1.758
C -2.95669 -0.86547 0.64242 -0.60 -1.22 0.27 0.274
N -2.38708 0.08042 1.28169 0.72 2.45 1.20 1.089
C -2.53603 1.21247 0.46767 0.84 0.13 -0.78 -0.295
C -3.10715 0.84104 -0.69641 -0.23 0.02 -0.91 -1.014
N -3.27902 -0.52367 -0.58277 -2.46 -1.65 -1.24 0.130
H -2.33567 -2.68664 1.14845 -0.44 -0.57 0.86 0.340
H -4.05018 -2.72216 0.61808 0.77 0.48 -0.24 0.412
H -3.80621 -2.08869 2.10127 -0.19 0.42 2.41 0.345
H -2.04069 2.15612 0.59475 -0.22 0.03 0.71 0.490
H -3.33820 1.33554 -1.64131 0.26 0.03 0.67 0.460
H -3.86164 -1.24279 -1.08745 0.91 1.90 0.26 0.264
O -4.87066 0.30014 3.20798 0.84 1.00 0.09 -0.748
S -4.05170 1.31793 3.93700 -3.69 0.32 -1.19 1.246
O -3.77686 2.55051 3.20163 -0.19 -0.19 -0.35 -0.691
O -2.70657 0.66978 4.11101 4.21 -1.92 0.11 -0.151
O -4.57163 1.53960 5.26275 -0.08 0.22 0.74 -0.710
```
Forces are in eV/Å.

Calculated values
Highest occupied orbital energy (spin up / spin down) (eV): -2.13 / -2.27
Gap between HOMO and LUMO (spin up / spin down) (eV): 5.029 / 4.061
Net charge: -2

---

# 4
Here is a molecular structure, C19H23AsN5O5PReS8 from the Open Molecules 2025 dataset. Energies are from ωB97M-V with the def2-TZVPD basis set.

Structure (XYZ):
```
63
Properties=species:S:1:pos:R:3:forces:R:3:mulliken_charge:R:1
Re 0.23162 0.07468 0.08002 -0.17 0.23 -0.53 -0.133
O -2.91604 0.34684 3.27502 0.00 -0.21 0.05 -0.679
C -2.40388 -0.66883 4.00393 -0.20 0.17 -0.02 0.601
C -3.21129 -1.11800 5.05176 0.06 -0.06 0.02 -0.590
C -2.78153 -2.12384 5.88835 0.01 0.04 0.00 -0.404
C -1.52404 -2.70511 5.71093 -0.01 0.03 -0.04 -0.741
C -0.73111 -2.27744 4.67417 -0.05 -0.08 0.01 -0.936
C -1.15947 -1.27293 3.78747 0.17 -0.20 0.03 0.435
C -0.26774 -0.94311 2.68147 0.06 0.07 -0.04 0.804
O -0.71980 -0.12569 1.70570 -0.16 -0.02 0.31 0.810
N 0.93402 -1.39192 2.58254 -0.20 0.11 0.05 -0.707
N 1.54730 -0.84790 1.46732 0.25 -0.12 0.04 0.315
C 2.85100 -0.91982 1.50065 0.02 -0.02 -0.07 0.229
S 3.81997 -0.12103 0.31635 0.04 0.04 -0.04 0.017
C 5.33233 -1.03094 0.73608 -0.02 -0.02 0.02 -0.613
C 5.32738 -1.22947 2.23676 0.03 0.05 -0.01 -0.636
S 3.67932 -1.80448 2.73398 -0.08 0.02 -0.02 0.043
H -2.23068 0.79300 2.75526 -0.03 -0.03 -0.08 -0.090
H -4.16495 -0.62989 5.19678 -0.01 0.00 -0.01 0.487
H -3.41708 -2.44655 6.70238 -0.01 -0.01 0.00 0.421
H -1.17791 -3.48282 6.37633 0.00 0.00 0.01 0.428
H 0.23997 -2.72403 4.51344 0.01 0.00 -0.02 0.478
H 6.17649 -0.42722 0.40755 0.00 0.00 0.01 0.417
H 5.33091 -1.97755 0.19710 -0.01 0.01 0.00 0.300
H 5.54019 -0.29716 2.75887 0.00 -0.02 0.01 0.331
H 6.04836 -1.98504 2.54469 -0.01 -0.02 0.00 0.424
S -1.59036 3.07635 2.60503 0.04 0.05 0.06 -0.226
As -0.60077 3.46622 0.88164 0.25 0.11 -0.01 0.342
S -1.51012 1.30579 -0.77325 -0.09 -0.31 0.24 -0.296
S 1.18734 2.09353 0.60386 -0.07 0.09 0.11 -0.130
S -0.65310 5.06300 -0.32865 0.04 0.06 -0.12 -0.225
C -4.32070 -0.07635 -3.58106 -0.06 0.01 -0.03 -1.352
C -3.30473 -1.15224 -3.87182 0.05 0.02 0.02 0.582
C -3.90187 -2.49323 -4.22708 -0.04 0.00 -0.03 -1.339
O -2.35169 -1.32139 -2.74214 0.08 -0.06 -0.03 -0.043
P -2.57089 -1.54383 -1.22773 0.01 -0.01 0.17 0.852
S -0.84395 -2.15464 -0.42399 0.03 -0.21 -0.01 -0.510
S -3.22231 0.21607 -0.32374 -0.01 0.08 -0.12 -0.144
O -3.74598 -2.54801 -1.08159 -0.01 -0.04 -0.08 -0.321
C -4.25166 -3.38058 0.04326 -0.02 0.07 -0.10 0.612
C -3.33230 -4.55430 0.28316 0.00 -0.01 0.02 -1.384
C -4.49322 -2.52216 1.25816 -0.04 -0.01 0.11 -1.177
H -4.89548 0.09586 -4.49144 -0.02 0.00 0.00 0.478
H -3.84646 0.86303 -3.30068 0.02 -0.01 -0.01 0.308
H -5.01869 -0.37720 -2.79819 0.01 -0.01 0.00 0.284
H -2.62715 -0.81947 -4.65434 0.01 0.02 -0.03 0.295
H -4.63985 -2.81153 -3.49225 0.01 0.01 0.01 0.246
H -3.13045 -3.25698 -4.31358 0.02 0.01 0.00 0.343
H -4.39768 -2.40374 -5.19385 -0.02 0.00 0.00 0.484
H -5.19459 -3.72660 -0.37821 0.01 0.00 0.05 0.251
H -2.43564 -4.26215 0.82755 0.02 0.03 -0.01 0.265
H -3.04572 -5.03112 -0.65304 -0.02 0.00 -0.02 0.354
H -3.87139 -5.28725 0.88399 0.02 -0.01 0.02 0.499
H -3.56093 -2.11414 1.64886 0.08 0.02 0.02 0.059
H -4.93494 -3.13689 2.04346 -0.01 0.00 -0.01 0.515
H -5.17917 -1.70163 1.04773 -0.01 -0.01 -0.02 0.361
O 1.16975 -0.30782 -1.47577 0.48 0.09 -0.16 0.313
N 1.94878 -1.10124 -2.24134 -0.63 0.19 -0.25 -0.565
C 1.65520 -0.96527 -3.49286 0.26 -0.21 0.58 1.041
C 0.61017 -0.11177 -3.97998 0.02 0.05 -0.02 0.069
N -0.21915 0.56833 -4.38481 -0.13 0.04 0.01 -0.386
C 2.43004 -1.72906 -4.42777 0.01 -0.04 -0.01 -0.146
N 3.03256 -2.33908 -5.18931 0.01 0.01 -0.01 -0.318
```
Forces are in eV/Å.

Calculated values
Highest occupied orbital energy (eV): -11.06
Gap between HOMO and LUMO (eV): 5.755
Energy above the lowest of the compared OMol25 structures with the same formula, charge and spin (kJ/mol): 31.1
Net charge: +1